A structure of composition C15H22BrCl4N2O4V, computed with the ωB97M-V functional and the def2-TZVPD basis.

Computed properties:
electronic energy	-172906.98727	eV
gap between HOMO and LUMO (spin up / spin down)	7.518 / 7.974	eV
energy above the lowest of the compared OMol25 structures with the same formula, charge and spin	16.4	kcal/mol
LUMO energy (spin up / spin down)	2.22 / 2.56	eV
spin multiplicity	2
charge	-1

CARTESIAN COORDINATES (ANGSTROEM)
1 V 1.3803 0.4447 -0.8724
2 Cl 4.7205 5.3641 -4.0941
3 C 4.1535 4.2849 -2.8678
4 C 4.7088 4.3118 -1.5942
5 Cl 5.9773 5.4299 -1.2256
6 C 4.2487 3.4418 -0.6002
7 Cl 4.8960 3.4652 1.0017
8 C 3.2372 2.5372 -0.8909
9 O 2.6874 1.6794 -0.0614
10 C 2.6887 2.5068 -2.1829
11 O 1.7170 1.6095 -2.3391
12 C 3.1270 3.3779 -3.1615
13 Cl 2.3939 3.3128 -4.7223
14 C -2.4551 -4.3720 3.3074
15 C -1.7116 -3.1563 2.7626
16 C -2.4268 -1.8741 3.2051
17 C -0.2747 -3.1538 3.2734
18 N -1.6958 -3.3238 1.2971
19 N -1.0463 -2.3066 0.5463
20 H -2.5244 -4.3260 4.3957
21 H -1.9415 -5.2911 3.0224
22 H -3.4733 -4.4122 2.9096
23 H -2.4485 -1.8051 4.2953
24 H -3.4606 -1.8745 2.8481
25 H -1.9235 -0.9774 2.8416
26 H -0.2646 -3.1259 4.3647
27 H 0.2698 -2.2792 2.9147
28 H 0.2472 -4.0523 2.9390
29 H -2.6533 -3.3629 0.9672
30 H -0.0614 -2.5402 0.4804
31 H -1.0814 -1.3974 1.0041
32 Br 2.5461 -1.6193 -0.9261
33 C -2.3538 0.8237 -1.0932
34 C -1.3150 1.0332 -2.1932
35 C -1.9766 0.9782 -3.5705
36 C -0.1775 0.0213 -2.1020
37 H -3.1402 1.5810 -1.1500
38 H -1.9059 0.8731 -0.1006
39 H -2.8180 -0.1613 -1.1912
40 H -0.8955 2.0417 -2.0838
41 H -2.3986 -0.0145 -3.7510
42 H -1.2477 1.1839 -4.3564
43 H -2.7849 1.7100 -3.6520
44 H 0.2335 -0.2299 -3.0794
45 H -0.4727 -0.8987 -1.5716
46 O -0.3300 0.9655 2.7316
47 C 0.4212 1.1690 1.8111
48 O 0.4141 0.4529 0.7021
49 H 1.1912 1.9548 1.8119

Forces on atoms 1 to 6 (eV/Å):
0.46 -0.31 -0.06
0.00 0.00 0.00
-0.02 -0.03 0.02
0.03 0.03 0.00
-0.01 -0.01 0.00
-0.02 -0.02 0.03



A structure of composition C3H6O3 in a non-equilibrium geometry, computed with the ωB97M-V functional and the def2-TZVPD basis.

Computed properties:
electronic energy	-9348.90205	eV
gap between HOMO and LUMO	10.536	eV
energy above the lowest of the compared OMol25 structures with the same formula, charge and spin	55.7	kcal/mol
LUMO energy	0.79	eV

CARTESIAN COORDINATES (ANGSTROEM)
1 O -1.0883 0.9823 0.3363
2 C -1.0601 -0.5309 0.1729
3 C 0.4333 -0.7441 0.0154
4 O 0.8373 -0.9290 -1.3046
5 C 0.7656 0.7195 0.4587
6 O 1.3207 1.4568 -0.3446
7 H -1.0746 1.4675 -0.5153
8 H -1.6753 -0.7962 -0.6867
9 H -1.4524 -0.9422 1.1114
10 H 0.9228 -1.4607 0.6957
11 H 1.3261 -0.0997 -1.4871
12 H 0.7448 0.8768 1.5479

Forces on atoms 1 to 6 (eV/Å):
-1.50 -0.82 -0.33
-0.31 1.00 0.09
0.05 0.71 0.36
0.09 0.23 0.04
1.95 -0.58 -0.02
0.06 -0.08 0.34



A structure of composition C3H6FNO in a non-equilibrium geometry, computed with the ωB97M-V functional and the def2-TZVPD basis.

Computed properties:
electronic energy	-9460.19006	eV
gap between HOMO and LUMO	10.909	eV
energy above the lowest of the compared OMol25 structures with the same formula, charge and spin	83.1	kcal/mol
LUMO energy	0.89	eV

CARTESIAN COORDINATES (ANGSTROEM)
1 C -0.8182 -0.0425 -1.4340
2 C -0.1931 0.7958 -0.3317
3 C 0.7930 -0.2624 0.2650
4 H -1.0862 0.6049 -2.5074
5 H -0.1200 -1.2320 -1.6795
6 H -1.5865 -0.5239 -0.6810
7 H 0.1493 1.8317 -0.5158
8 H -0.7828 -0.3963 1.5962
9 H 0.4990 -1.5440 2.0763
10 N 0.2865 -0.7413 1.5120
11 O 1.6044 -0.8139 -0.4379
12 F -1.1783 1.1127 0.4038

Forces on atoms 1 to 6 (eV/Å):
0.47 -3.17 -2.40
4.50 -0.64 -3.44
-1.35 -1.65 1.52
0.21 -2.34 3.49
-2.08 4.39 0.17
0.17 0.87 -2.73



A structure of composition C23H68NO23S in a non-equilibrium geometry, computed with the ωB97M-V functional and the def2-TZVPD basis.

Computed properties:
electronic energy	-84351.80055	eV
gap between HOMO and LUMO	7.846	eV
energy above the lowest of the compared OMol25 structures with the same formula, charge and spin	103.8	kcal/mol
LUMO energy	1.19	eV
charge	-1

CARTESIAN COORDINATES (ANGSTROEM)
1 C -3.4273 -4.7230 2.2996
2 N -3.0055 -3.8245 1.3362
3 C -2.5480 -4.5347 0.0953
4 C -4.0088 -2.8483 0.8472
5 C -1.8347 -3.0511 1.7036
6 C -1.9899 -2.2152 2.9221
7 O -0.9186 -1.4544 3.3276
8 H -4.1071 -5.5340 1.7553
9 H -4.0447 -4.1824 2.9724
10 H -2.6546 -5.4140 2.7663
11 H -1.5915 -5.3053 0.4275
12 H -1.9702 -3.8330 -0.6451
13 H -3.5086 -4.8489 -0.3493
14 H -4.5293 -2.4084 1.8535
15 H -4.9953 -3.2674 0.4472
16 H -3.5541 -2.2908 0.2698
17 H -1.5511 -2.4080 0.9120
18 H -0.8781 -3.7913 1.8366
19 H -2.1389 -2.7830 3.7344
20 H -2.9109 -1.7899 3.0877
21 H -0.7703 -0.7581 2.8942
22 S 0.1819 0.1396 -0.0340
23 O -0.5806 0.0250 1.2487
24 O 0.9128 1.2951 -0.0619
25 O 0.9234 -0.9974 -0.3421
26 O -0.8431 0.2038 -1.0647
27 C 3.5651 2.6482 0.9904
28 C 4.4867 3.8810 1.1429
29 O 5.1330 3.7126 2.3331
30 O 2.9880 2.5151 -0.3307
31 H 2.6721 2.9072 1.6478
32 H 4.0394 1.6079 1.1786
33 H 3.8610 4.7839 1.0934
34 H 5.2255 3.7860 0.5202
35 H 5.9166 2.9409 2.1279
36 H 2.1801 2.0491 -0.3821
37 C 0.2695 1.6016 -3.7523
38 C 1.0879 1.6358 -5.0820
39 O 1.4419 2.9756 -5.3550
40 O -0.3651 0.4161 -3.6505
41 H -0.3657 2.6706 -3.6770
42 H 0.9219 1.7861 -2.9987
43 H 0.5850 1.2970 -5.9977
44 H 2.0249 1.1672 -4.8300
45 H 0.7353 3.4693 -5.1784
46 H -0.6651 0.3582 -2.7931
47 C -3.9585 -0.1144 -2.2238
48 C -3.4553 -1.2321 -3.0844
49 O -2.2498 -1.6354 -2.4757
50 O -2.9658 0.9143 -2.2531
51 H -4.2850 -0.2025 -1.1413
52 H -4.8071 0.3392 -2.5993
53 H -3.4972 -0.9507 -4.2211
54 H -4.0440 -2.1693 -3.0270
55 H -1.6163 -0.8505 -2.2266
56 H -2.0417 0.4921 -1.7119
57 C 4.1638 0.5249 -2.5401
58 C 4.1716 -0.4081 -1.2689
59 O 3.3582 -1.4772 -1.3659
60 O 4.6339 1.8198 -2.2654
61 H 3.2761 0.7241 -3.1680
62 H 4.7432 -0.0902 -3.4995
63 H 3.7063 0.1134 -0.2668
64 H 5.1692 -0.4154 -0.5291
65 H 2.4905 -1.2828 -0.9920
66 H 4.1965 2.0386 -1.5839
67 C 1.9326 1.8609 5.0381
68 C 1.3448 0.9873 3.9337
69 O 0.1564 1.5347 3.1767
70 O 3.2269 1.4142 5.5671
71 H 1.2296 2.0958 5.9505
72 H 2.1927 3.0032 4.3326
73 H 0.8169 -0.0240 4.3159
74 H 1.9230 0.5822 3.3050
75 H 0.0677 0.7276 2.4650
76 H 3.9809 1.9057 5.4696
77 C 2.1225 -2.5436 2.7082
78 C 2.6141 -3.2101 1.4277
79 O 1.5658 -3.2986 0.5727
80 O 3.2151 -2.4999 3.5306
81 H 1.1882 -2.9848 3.0073
82 H 1.6931 -1.5140 2.5983
83 H 3.0649 -4.1850 1.6414
84 H 3.5131 -2.8126 0.9673
85 H 1.3762 -2.4403 0.2310
86 H 2.9641 -2.2439 4.3929
87 C -0.8698 5.6322 0.4378
88 C 0.2618 4.6193 0.4415
89 O -0.0320 3.6496 -0.5621
90 O -0.6886 6.8548 1.1990
91 H -1.7222 5.1520 1.1156
92 H -0.9171 6.1904 -0.4982
93 H 0.1501 4.1255 1.4406
94 H 1.1521 5.3938 0.1456
95 H 0.4573 2.7905 -0.2062
96 H -1.4336 7.4145 0.9444
97 C 0.6879 -3.0618 -3.2881
98 C -0.3249 -4.1393 -3.7560
99 O -1.4178 -3.4783 -4.3644
100 O 1.7745 -3.7057 -2.6556
101 H 0.3517 -2.1881 -2.8860
102 H 1.1443 -2.5945 -4.1141
103 H -0.7589 -4.7568 -2.9916
104 H 0.1187 -4.6979 -4.6232
105 H -1.7326 -3.1438 -3.6573
106 H 2.1756 -3.1908 -1.9058
107 C -2.9211 2.0997 0.8839
108 C -4.3028 2.6308 0.5696
109 O -4.3670 3.7971 -0.1925
110 O -2.9491 0.7747 1.4436
111 H -2.4823 2.7656 1.7986
112 H -2.2634 2.1631 0.0843
113 H -4.8692 2.6895 1.5917
114 H -4.6830 1.9670 -0.0355
115 H -4.0562 3.7756 -1.1362
116 H -2.0549 0.3691 1.3422

Forces on atoms 1 to 6 (eV/Å):
-2.23 -5.18 0.57
2.05 1.21 -3.96
3.29 -1.02 -0.92
-8.29 -4.98 8.64
4.14 -0.72 1.51
1.06 0.41 0.01



A structure of composition C26H28N2O3PSTl, computed with the ωB97M-V functional and the def2-TZVPD basis.

Computed properties:
electronic energy	-61341.65658	eV
gap between HOMO and LUMO	7.946	eV
energy above the lowest of the compared OMol25 structures with the same formula, charge and spin	0.0	kcal/mol
LUMO energy	-6.14	eV
charge	+2

CARTESIAN COORDINATES (ANGSTROEM)
1 Tl 2.9438 0.3344 -1.4133
2 O 0.6200 1.2622 -2.5432
3 C -0.3778 1.0077 -1.9323
4 C -1.5199 1.7552 -1.4251
5 C -1.9682 3.0722 -1.5150
6 C -3.1319 3.3713 -0.8347
7 C -3.8171 2.3931 -0.0979
8 C -3.3558 1.0861 -0.0021
9 C -2.1814 0.7813 -0.6697
10 P -1.0270 -0.5907 -1.0559
11 C -2.1250 -1.9099 -1.5900
12 C -2.0476 -3.1649 -0.9906
13 C -2.9600 -4.1468 -1.3518
14 C -3.9407 -3.8738 -2.2973
15 C -4.0174 -2.6178 -2.8884
16 C -3.1110 -1.6299 -2.5361
17 C -0.1268 -1.0329 0.4464
18 C 0.9820 -1.8855 0.4606
19 C 1.6043 -2.1949 1.6610
20 C 1.1094 -1.6951 2.8575
21 C -0.0122 -0.8786 2.8531
22 C -0.6193 -0.5315 1.6545
23 H -1.4451 3.8159 -2.1035
24 H -3.5317 4.3770 -0.8765
25 H -4.7366 2.6643 0.4059
26 H -3.9067 0.3445 0.5647
27 H -1.2896 -3.3753 -0.2462
28 H -2.9048 -5.1241 -0.8897
29 H -4.6536 -4.6415 -2.5707
30 H -4.7915 -2.4063 -3.6153
31 H -3.1700 -0.6483 -2.9966
32 H 1.3292 -2.3473 -0.4519
33 H 2.4630 -2.8549 1.6607
34 H 1.5843 -1.9586 3.7943
35 H -0.4335 -0.5219 3.7851
36 H -1.4767 0.1260 1.6656
37 C 1.9549 -2.0509 -4.4652
38 S 0.3086 -1.8209 -3.8106
39 C -0.2548 -3.5058 -4.0180
40 O 0.5436 -1.6482 -2.2913
41 H 1.8688 -2.4222 -5.4871
42 H 2.4752 -2.7691 -3.8321
43 H 2.4680 -1.0917 -4.4769
44 H -0.2909 -3.7151 -5.0893
45 H -1.2542 -3.5897 -3.5966
46 H 0.4346 -4.1795 -3.5091
47 N 2.2590 1.7469 0.6012
48 C 2.3324 2.4298 1.5399
49 N 2.3773 3.2103 2.5860
50 C 3.4446 4.2191 2.7561
51 C 4.4137 3.7382 3.8243
52 O 3.7275 3.4384 5.0271
53 C 2.7681 2.4146 4.8540
54 C 1.7087 2.8384 3.8497
55 H 2.9708 5.1452 3.0801
56 H 3.9518 4.3871 1.8086
57 H 5.1308 4.5231 4.0533
58 H 4.9541 2.8520 3.4670
59 H 2.3147 2.2331 5.8262
60 H 3.2559 1.4950 4.5035
61 H 1.1856 3.7210 4.2166
62 H 0.9939 2.0401 3.6668

Forces on atoms 1 to 6 (eV/Å):
0.03 -0.07 0.02
-0.07 -0.04 0.02
0.15 -0.14 -0.18
-0.12 0.03 0.18
0.05 0.07 -0.09
0.01 0.07 -0.03



A cluster of 2 separate species, C6H9N2O2 in total in a non-equilibrium geometry, computed with the ωB97M-V functional and the def2-TZVPD basis.

Computed properties:
electronic energy	-13443.10334	eV
gap between HOMO and LUMO	7.593	eV
energy above the lowest of the compared OMol25 structures with the same formula, charge and spin	61.3	kcal/mol
LUMO energy	3.70	eV
charge	-1

CARTESIAN COORDINATES (ANGSTROEM)
1 C -0.9130 -0.0418 2.8886
2 C -1.3908 0.5825 1.6285
3 C -2.5730 0.5696 -0.2252
4 C -0.8246 1.4503 0.6723
5 N -2.5599 0.1920 1.0715
6 N -1.4777 1.3865 -0.5675
7 H -3.1727 -0.0490 -0.9356
8 H -0.0815 -0.7896 2.6571
9 H -1.5020 -0.7608 3.3100
10 H -1.3168 1.6206 -1.5486
11 H 0.0453 1.8797 0.7581
12 H -0.5400 0.6544 3.6759
13 C 3.1088 -1.6265 -0.6208
14 C 2.0699 -0.8578 -1.4633
15 O 2.5629 0.1278 -2.0941
16 O 0.9108 -1.1825 -1.3196
17 H 2.8170 -1.8796 0.3493
18 H 4.0811 -1.1714 -0.6499
19 H 3.2790 -2.5740 -1.1158

Forces on atoms 1 to 6 (eV/Å):
3.70 0.92 -0.44
-0.61 2.11 -2.57
0.39 -0.84 0.74
-2.27 -2.72 -0.17
-0.78 -1.15 -2.33
-2.73 -2.23 2.81



An isolated molecule of C27H29NO4S2 in a non-equilibrium geometry, computed with the ωB97M-V functional and the def2-TZVPD basis.

Computed properties:
electronic energy	-59818.14680	eV
gap between HOMO and LUMO	7.953	eV
energy above the lowest of the compared OMol25 structures with the same formula, charge and spin	0.0	kcal/mol
LUMO energy	0.22	eV
SMILES	O=S(=O)(c1ccccc1)C([C@H](/C=C/N1CCCCC1)c1ccccc1)S(=O)(=O)c1ccccc1

CARTESIAN COORDINATES (ANGSTROEM)
1 O 4.5732 1.1478 4.1722
2 S 3.6882 2.2881 4.3367
3 O 3.5748 3.3009 3.3047
4 C 4.3906 3.0559 5.8135
5 C 4.2618 4.4276 6.0162
6 C 4.9161 5.0193 7.0980
7 C 5.6729 4.2335 7.9731
8 C 5.7983 2.8574 7.7566
9 C 5.1663 2.2636 6.6605
10 C 1.8688 1.5942 4.5202
11 C 1.3515 1.1360 3.1587
12 C 0.0504 0.3895 3.1765
13 C -1.1095 0.8915 2.6760
14 N -2.2372 0.1861 2.4215
15 C -3.4961 0.9160 2.3182
16 C -4.4968 0.2023 1.4086
17 C -4.6741 -1.2618 1.8037
18 C -3.3295 -1.9770 1.9357
19 C -2.3198 -1.2107 2.7971
20 C 2.4284 0.2683 2.5209
21 C 3.0965 0.7053 1.3763
22 C 4.0813 -0.1007 0.8092
23 C 4.4011 -1.3325 1.3972
24 C 3.6919 -1.7813 2.5147
25 C 2.7011 -0.9785 3.0847
26 S 0.9308 2.8843 5.3947
27 O 0.4237 3.8098 4.4110
28 O 1.7497 3.3300 6.5045
29 C -0.4716 2.1037 6.1886
30 C -1.7205 2.1411 5.5679
31 C -2.7375 1.3186 6.0440
32 C -2.5338 0.5757 7.2110
33 C -1.3431 0.7045 7.9344
34 C -0.3114 1.5034 7.4401
35 H 3.6601 5.0186 5.3295
36 H 4.8225 6.0964 7.2409
37 H 6.1715 4.6977 8.8257
38 H 6.3937 2.2321 8.4216
39 H 5.2712 1.2005 6.4538
40 H 2.0016 0.7515 5.2272
41 H 1.2033 2.0507 2.5563
42 H 0.0967 -0.6306 3.5611
43 H -1.1585 1.9617 2.4616
44 H -3.2768 1.9215 1.9349
45 H -3.9416 1.0378 3.3257
46 H -4.1404 0.2726 0.3726
47 H -5.4498 0.7389 1.4625
48 H -5.2150 -1.3166 2.7585
49 H -5.2786 -1.7658 1.0420
50 H -3.4719 -2.9719 2.3698
51 H -2.8984 -2.1245 0.9360
52 H -1.3397 -1.6783 2.6692
53 H -2.6073 -1.3108 3.8624
54 H 2.8455 1.6943 0.9810
55 H 4.6174 0.2724 -0.0618
56 H 5.2060 -1.9416 0.9815
57 H 3.9241 -2.7406 2.9835
58 H 2.1568 -1.2866 3.9832
59 H -1.8722 2.7938 4.7101
60 H -3.6849 1.2745 5.5043
61 H -3.3177 -0.0926 7.5665
62 H -1.2070 0.1793 8.8804
63 H 0.6110 1.6631 7.9986

Forces on atoms 1 to 6 (eV/Å):
-0.90 0.40 -0.14
0.70 -0.10 -0.31
-0.09 -0.50 0.59
-0.20 0.12 0.15
0.20 -0.02 0.08
-0.08 -0.22 -0.22



A cluster of 2 separate species, C12H16N2 in total in a non-equilibrium geometry, computed with the ωB97M-V functional and the def2-TZVPD basis.

Computed properties:
electronic energy	-15683.35932	eV
gap between HOMO and LUMO	9.475	eV
energy above the lowest of the compared OMol25 structures with the same formula, charge and spin	17.0	kcal/mol
LUMO energy	0.88	eV
SMILES	CCc1c[nH]cn1.Cc1ccccc1

CARTESIAN COORDINATES (ANGSTROEM)
1 C -4.1763 2.0691 0.0361
2 C -3.5653 1.0009 -0.8460
3 C -2.9176 -0.1080 -0.0634
4 C -3.5542 -1.1216 0.5774
5 N -2.5609 -1.9283 1.0861
6 C -1.3896 -1.3890 0.6963
7 N -1.5519 -0.2741 0.0445
8 H -5.0797 1.6655 0.5149
9 H -4.5957 2.8788 -0.5430
10 H -3.5132 2.3696 0.8395
11 H -4.2465 0.5220 -1.5500
12 H -2.8593 1.3653 -1.5996
13 H -4.5960 -1.3873 0.6637
14 H -2.7483 -2.7639 1.6135
15 H -0.4106 -1.8126 0.8440
16 C 2.5547 -0.9735 -2.0690
17 C 2.9452 -0.2781 -0.7765
18 C 3.5229 -1.1245 0.1684
19 C 3.9856 -0.6098 1.3796
20 C 3.8170 0.7397 1.6144
21 C 3.2463 1.5891 0.6593
22 C 2.7166 1.0673 -0.5041
23 H 1.4685 -1.1090 -2.1489
24 H 2.9110 -2.0040 -2.0669
25 H 2.9058 -0.4958 -2.9852
26 H 3.4992 -2.1944 0.0717
27 H 4.5583 -1.2145 2.0684
28 H 4.1052 1.2129 2.5487
29 H 3.2392 2.6100 1.0014
30 H 2.2895 1.6984 -1.2752

Forces on atoms 1 to 6 (eV/Å):
-1.20 -0.64 -0.03
0.77 -0.68 -0.70
-0.04 0.37 -0.34
-0.18 -0.23 0.13
-0.59 -0.33 -0.06
0.83 0.16 0.17